[1]
{"formula": "C21H29N3O5", "method": "the ωB97M-V functional and the def2-TZVPD basis", "gap_ev": 8.60, "e_homo_ev": -8.22, "elements": ["N", "C", "H", "O", "C", "H", "H", "H", "C", "C", "C", "H", "H", "H", "C", "O", "C", "H", "C", "H", "N", "H", "C", "N", "H", "H", "O", "H", "C", "C", "H", "H", "C", "C", "C", "C", "O", "C", "H", "H", "H", "H", "C", "C", "H", "H", "O", "H", "H", "C", "H", "H", "C", "H", "H", "H", "H", "C"], "xyz": [[2.674, 1.356, 1.101], [6.200, 1.339, -2.008], [-2.041, -0.134, 2.306], [1.273, 2.948, 0.328], [3.792, 2.271, 0.917], [6.672, 2.317, -2.089], [6.238, 1.272, 0.139], [0.903, -1.502, 1.353], [0.450, -3.942, 0.273], [-3.061, 1.726, -0.328], [-1.422, -2.542, -0.334], [2.365, -0.255, 2.407], [-4.421, -0.811, 2.220], [4.005, -0.088, 1.727], [-2.201, 1.173, 0.614], [3.340, -1.142, -0.588], [-6.585, 1.786, -1.021], [6.965, 0.576, -2.128], [-1.050, -3.993, -0.042], [1.812, -2.868, -1.092], [-0.860, 1.557, 0.573], [5.046, 0.196, -0.615], [0.199, 1.050, 1.227], [1.523, -1.756, 0.594], [5.483, 1.235, -2.819], [-1.225, -4.601, -0.931], [-6.185, -0.009, 0.536], [-2.355, -2.448, -0.887], [1.453, 1.841, 0.832], [-2.695, 0.270, 1.553], [0.612, -3.873, 1.349], [4.873, 3.237, -0.650], [0.990, -2.665, -0.401], [-0.217, -2.044, -1.126], [5.499, 1.185, -0.663], [-4.023, -0.103, 1.512], [-5.211, 1.963, -1.285], [4.425, 2.254, -0.479], [0.967, -4.831, -0.084], [-7.928, 0.169, -0.455], [3.637, 2.118, -1.220], [-6.893, 2.437, -0.191], [2.938, -0.011, 1.510], [-6.867, 0.331, -0.650], [-6.538, -0.321, -1.471], [-0.622, 2.357, -0.012], [0.169, 0.142, 2.045], [3.392, 3.271, 1.105], [-1.518, -1.980, 0.595], [-4.883, 0.421, 0.556], [-2.708, 2.447, -1.048], [4.544, 2.043, 1.676], [-4.399, 1.367, -0.355], [-0.148, -0.958, -1.161], [-0.261, -2.419, -2.149], [-1.628, -4.416, 0.778], [-7.115, 2.075, -1.930], [2.622, -1.018, 0.383]], "atomic_forces_ev_per_a": [[-0.08, 0.01, 0.10], [-0.03, -0.09, 0.24], [0.02, -0.03, 0.01], [0.04, -0.11, 0.00], [0.06, 0.53, -0.27], [0.06, 0.09, -0.07], [0.01, -0.01, 0.08], [0.25, 0.09, -0.05], [-0.06, -0.11, -0.06], [-0.07, -0.12, 0.09], [0.00, -0.12, -0.17], [0.20, 0.03, -0.10], [-0.05, -0.11, 0.09], [-0.12, -0.01, -0.06], [-0.53, -0.31, 0.11], [0.23, 0.07, -0.43], [-0.46, -0.32, 0.22], [0.10, -0.05, -0.10], [-0.06, 0.02, 0.07], [-0.15, 0.01, 0.11], [0.41, 0.45, -0.36], [0.06, 0.02, 0.12], [-0.44, -0.04, 0.00], [-0.32, -0.25, 0.16], [-0.05, 0.00, -0.15], [-0.05, -0.05, -0.03], [0.22, 0.03, 0.29], [-0.09, 0.07, 0.06], [0.22, 0.49, -0.14], [0.12, 0.03, 0.13], [0.05, -0.05, 0.03], [-0.03, 0.06, -0.04], [0.26, -0.02, -0.29], [0.00, 0.02, 0.08], [-0.04, 0.14, -0.21], [-0.23, 0.20, -0.30], [0.44, -0.08, 0.01], [0.13, -0.24, 0.27], [0.06, -0.03, 0.08], [0.08, 0.03, -0.08], [-0.05, 0.08, -0.06], [0.02, -0.04, -0.11], [-0.13, -0.57, 0.08], [-0.08, 0.34, -0.44], [-0.06, 0.04, 0.09], [0.03, -0.22, 0.23], [-0.08, 0.15, 0.14], [0.14, -0.16, 0.07], [-0.04, 0.05, 0.06], [0.08, -0.03, -0.06], [0.05, 0.11, -0.13], [-0.06, -0.02, 0.01], [-0.04, -0.04, 0.15], [0.06, 0.05, -0.10], [-0.02, -0.01, -0.08], [-0.05, -0.10, -0.02], [0.00, -0.04, 0.10], [0.09, 0.12, 0.62]], "mulliken_charge": [0.154, -1.510, 0.485, -0.750, -1.166, 0.372, 0.291, 0.429, -0.907, -0.774, 0.047, 0.363, 0.449, 0.494, 0.576, -0.734, -0.447, 0.387, -0.770, 0.534, -0.005, 0.006, 0.646, -0.193, 0.344, 0.335, -0.460, 0.469, 0.551, -0.494, 0.299, 0.471, -0.182, -0.980, 0.131, -0.866, -0.466, -0.599, 0.323, 0.339, 0.279, 0.286, -1.183, -0.462, 0.285, 0.202, -0.830, 0.446, -0.185, 0.499, 0.472, 0.601, 0.314, 0.328, 0.354, 0.381, 0.339, 0.685]}


[2]
{"formula": "C2H2NO4", "method": "the ωB97M-V functional and the def2-TZVPD basis", "gap_ev": [6.58, 6.58], "total_charge": -1, "e_homo_ev": [-2.61, -2.61], "elements": ["O", "H", "H", "C", "O", "O", "N", "C", "O"], "xyz": [[0.576, 0.585, 2.227], [0.460, 0.753, 0.238], [-0.424, -0.537, -1.106], [-0.564, -1.078, 0.773], [-0.814, -1.268, -0.618], [0.815, 0.576, 4.355], [0.342, -0.058, 3.399], [0.153, 0.082, 1.030], [-0.997, -1.934, 1.533]], "atomic_forces_ev_per_a": [[0.42, 0.33, 2.25], [-0.01, -0.04, 0.12], [0.03, 0.02, 0.12], [0.26, 0.41, 0.03], [-0.14, -0.22, 0.04], [-0.85, -1.03, -2.17], [0.78, 1.13, 1.04], [-0.34, -0.33, -1.47], [-0.16, -0.27, 0.04]], "mulliken_charge": [-0.144, 0.118, 0.268, 0.873, -0.510, -0.497, 0.107, -0.537, -0.678]}


Relative energy (zero: lowest compared OMol25 entry of this formula, charge and spin) per entry: 31.0 122.9 kcal per mole